(1)
ORCA calculation (wB97M-V/def2-TZVPD) on a 3-piece molecular cluster, C16H23ClN2O10P2SSi overall at a distorted geometry.

Structure (SMILES): O=[PH2][Si@H](CCCCS(=O)(=O)Cl)P(=O)(O)O.O=[N+]([O-])c1ccccc1.O=[N+]([O-])c1ccccc1
Net charge: 0
E_HOMO (eV): -9.803
Gap between HOMO and LUMO (Ha): 0.322
Multiplicity: 1

Positions of all 56 atoms, in Å:
O 2.51 -1.07 1.74
P 1.22 -1.73 2.07
Si -0.31 -1.33 0.46
C 0.20 0.20 -0.50
C 0.98 -0.25 -1.78
C 2.12 0.73 -2.12
C 3.44 0.10 -2.62
S 3.38 -1.43 -3.53
O 3.10 -2.52 -2.66
O 4.58 -1.50 -4.30
Cl 1.79 -1.22 -4.79
P -2.30 -1.16 1.50
O -2.11 -1.50 2.93
O -3.40 -2.12 0.82
O -2.84 0.34 1.31
H 1.32 -3.13 2.19
H 0.63 -1.29 3.28
H -0.37 -2.48 -0.48
H -0.68 0.77 -0.78
H 0.85 0.80 0.14
H 0.25 -0.21 -2.58
H 1.34 -1.26 -1.63
H 2.37 1.25 -1.20
H 1.79 1.46 -2.85
H 4.14 -0.09 -1.81
H 3.92 0.80 -3.30
H -2.96 -2.72 0.21
H -3.72 0.40 1.71
C 0.77 5.84 -7.76
C -0.37 5.46 -7.07
C -0.27 4.70 -5.92
C 0.98 4.35 -5.46
C 2.14 4.72 -6.13
C 2.03 5.47 -7.28
N 1.09 3.57 -4.22
O 0.07 3.23 -3.66
O 2.21 3.29 -3.82
H 0.69 6.43 -8.66
H -1.35 5.75 -7.44
H -1.16 4.40 -5.38
H 3.11 4.43 -5.75
H 2.92 5.77 -7.82
C -2.64 -2.41 5.87
C -3.76 -2.77 6.61
C -3.61 -3.48 7.80
C -2.34 -3.81 8.22
C -1.22 -3.47 7.50
C -1.37 -2.76 6.32
N -2.18 -4.54 9.49
O -3.19 -4.85 10.09
O -1.05 -4.80 9.85
H -2.75 -1.85 4.95
H -4.75 -2.50 6.27
H -4.48 -3.76 8.38
H -0.23 -3.74 7.85
H -0.50 -2.48 5.74

=====

(2)
ORCA calculation (wB97M-V/def2-TZVPD) on one molecule with the formula C16H23ClN2O3S at a distorted geometry.

Structure (SMILES): CCN(CC(=O)NC1CCCCC1)S(=O)(=O)c1ccc(Cl)cc1
Net charge: 0
E_HOMO (eV): -9.453
Gap between HOMO and LUMO (Ha): 0.364
Multiplicity: 1
ΔE to the lowest compared entry with this formula, charge and spin (eV): 0.0107

Positions of all 46 atoms, in Å:
C 0.04 -3.93 1.67
H 0.06 -4.97 2.00
H 1.05 -3.55 1.64
H -0.53 -3.35 2.40
C -0.62 -3.84 0.30
N -0.89 -2.47 -0.09
S -0.11 -1.84 -1.39
O -0.90 -0.76 -1.92
O 0.28 -2.88 -2.30
C 1.42 -1.13 -0.74
C 1.62 -0.93 0.61
C 2.81 -0.39 1.05
C 3.79 -0.05 0.12
C 3.58 -0.25 -1.24
C 2.39 -0.80 -1.67
H 2.20 -0.98 -2.71
H 4.35 0.02 -1.95
Cl 5.27 0.64 0.66
H 2.99 -0.22 2.10
H 0.85 -1.18 1.32
C -2.06 -1.79 0.43
H -2.72 -1.51 -0.39
C -1.67 -0.54 1.23
O -1.51 -0.57 2.44
N -1.55 0.55 0.47
H -1.55 0.43 -0.54
C -1.24 1.87 0.98
C 0.21 2.28 0.67
C 0.43 2.45 -0.83
C -0.53 3.50 -1.38
C -1.97 3.09 -1.11
C -2.21 2.89 0.38
H -2.07 3.85 0.90
H -3.23 2.57 0.56
H -2.19 2.17 -1.65
H -2.66 3.86 -1.49
H -0.37 3.62 -2.46
H -0.33 4.47 -0.90
H 1.46 2.76 -1.01
H 0.27 1.51 -1.35
H 0.89 1.52 1.06
H 0.42 3.22 1.18
H -1.37 1.81 2.06
H -2.58 -2.48 1.10
H -1.55 -4.41 0.29
H 0.04 -4.25 -0.47

=====

(3)
ORCA calculation (wB97M-V/def2-TZVPD) on C16H23CrN2O2Si as an isolated structure.

Net charge: -1
E_HOMO (spin up / spin down) (eV): -3.851 / -4.253
Gap between HOMO and LUMO (spin up / spin down) (Ha): 0.256 / 0.270
Multiplicity: 5

Positions of all 45 atoms, in Å:
Cr -0.31 -0.06 -0.37
C -2.77 2.99 1.31
C -1.86 1.78 1.27
O -1.54 1.38 0.10
C -1.45 1.22 2.47
C -0.59 0.08 2.62
C -0.22 -0.36 4.01
N -0.12 -0.55 1.59
N 0.74 -1.63 1.84
C 1.18 -2.08 0.70
O 0.85 -1.62 -0.46
C 2.18 -3.19 0.74
C 2.56 -3.77 1.95
C 3.50 -4.80 1.97
C 4.06 -5.25 0.78
C 3.68 -4.68 -0.42
C 2.74 -3.65 -0.44
H -2.88 3.38 0.31
H -2.36 3.76 1.96
H -3.75 2.71 1.70
H -1.80 1.69 3.38
H -0.73 0.24 4.76
H 0.86 -0.27 4.14
H -0.45 -1.42 4.14
H 2.12 -3.40 2.86
H 3.79 -5.24 2.91
H 4.79 -6.05 0.80
H 4.12 -5.02 -1.35
H 2.43 -3.18 -1.37
C 2.09 2.53 -3.82
Si 1.47 1.68 -2.24
C 2.97 0.77 -1.56
C 1.12 3.10 -1.04
C 0.04 0.58 -2.41
H 2.95 3.18 -3.62
H 1.29 3.14 -4.26
H 2.39 1.79 -4.56
H 3.86 1.41 -1.54
H 3.20 -0.11 -2.16
H 2.78 0.42 -0.54
H 1.95 3.82 -1.02
H 0.98 2.71 -0.03
H 0.20 3.62 -1.32
H 0.28 -0.26 -3.07
H -0.82 1.12 -2.83

=====

(4)
ORCA calculation (wB97M-V/def2-TZVPD) on C16H23F9O10Pb as an isolated structure at a distorted geometry.

Net charge: -2
E_HOMO (eV): -0.071
Gap between HOMO and LUMO (Ha): 0.109
Multiplicity: 1
ΔE to the lowest compared entry with this formula, charge and spin (eV): 11.0774

Positions of all 59 atoms, in Å:
Pb 28.82 6.61 21.96
O 26.43 3.62 24.21
C 25.07 3.99 24.35
C 24.14 4.51 23.14
O 24.52 5.55 22.25
H 25.16 4.81 25.06
H 24.48 3.25 24.90
H 23.21 4.73 23.66
H 23.79 3.68 22.52
O 32.16 4.74 19.72
C 32.59 5.34 18.48
C 31.49 5.92 17.49
O 30.37 6.69 17.87
H 33.15 4.57 17.96
H 33.33 6.13 18.58
H 31.24 5.01 16.95
H 32.02 6.49 16.72
C 23.47 12.97 21.99
C 24.28 11.96 22.76
O 24.98 12.57 23.84
C 25.99 11.88 24.45
O 26.42 10.78 23.98
C 26.64 12.52 25.72
F 27.99 12.39 25.59
F 26.08 13.75 25.86
F 26.16 11.76 26.72
H 24.19 13.77 21.81
H 22.56 13.29 22.50
H 23.21 12.52 21.03
H 25.05 11.57 22.09
H 23.62 11.14 23.07
C 35.62 4.45 25.57
C 34.44 4.37 26.60
O 34.40 5.50 27.43
C 33.52 6.47 27.17
O 32.88 6.66 26.15
C 33.43 7.49 28.32
F 34.03 8.58 27.94
F 32.14 7.76 28.58
F 34.02 7.11 29.45
H 36.58 4.72 26.00
H 35.40 5.13 24.75
H 35.72 3.46 25.13
H 34.76 3.58 27.28
H 33.48 4.15 26.13
C 31.24 15.75 20.87
C 31.11 14.34 21.39
O 32.43 13.79 21.36
C 32.53 12.43 21.41
O 31.60 11.60 21.48
C 34.06 11.99 21.41
F 34.79 12.91 21.92
F 34.27 10.79 21.99
F 34.52 11.75 20.20
H 30.27 16.13 20.57
H 31.87 15.75 19.98
H 31.64 16.33 21.70
H 30.54 13.71 20.71
H 30.71 14.28 22.40

=====

(5)
ORCA calculation (wB97M-V/def2-TZVPD) on a 3-piece molecular cluster, C16H23FN2O7S2 overall at a distorted geometry.

Structure (SMILES): C[C@H](F)C[C@H]1OS(=O)(=O)O[C@]1(CC=O)S(C)(=O)=O.c1cc[nH]c1.c1cc[nH]c1
Net charge: 0
E_HOMO (eV): -8.060
Gap between HOMO and LUMO (Ha): 0.278
Multiplicity: 1

Positions of all 51 atoms, in Å:
C -0.22 3.91 -3.81
C -0.29 4.26 -2.22
F -0.18 5.69 -2.13
C 0.90 3.49 -1.50
C 0.74 3.34 0.07
O -0.67 3.04 0.36
S -0.82 1.92 1.59
O -1.77 2.33 2.65
O -1.40 0.73 0.88
O 0.81 1.86 1.95
C 1.71 2.36 0.89
C 2.21 0.99 0.24
C 3.17 1.14 -1.02
O 4.39 1.28 -1.01
S 3.06 3.13 1.95
C 2.58 4.74 2.70
O 3.24 2.15 3.10
O 4.38 3.25 1.24
H 0.27 4.73 -4.41
H 0.38 2.94 -3.97
H -1.27 3.67 -4.19
H -1.33 3.95 -1.90
H 0.95 2.44 -1.95
H 1.86 4.06 -1.77
H 0.86 4.35 0.59
H 2.83 0.45 1.05
H 1.33 0.32 -0.03
H 2.66 1.15 -2.06
H 2.44 5.51 1.87
H 1.58 4.58 3.22
H 3.39 5.02 3.44
N -2.23 -1.80 -0.90
C -1.37 -2.77 -0.47
C -1.31 -3.74 -1.44
C -2.17 -3.34 -2.50
C -2.72 -2.14 -2.13
H -2.47 -0.97 -0.39
H -0.87 -2.69 0.48
H -0.71 -4.64 -1.40
H -2.36 -3.87 -3.42
H -3.42 -1.50 -2.65
N -1.98 -5.41 1.71
C -2.72 -6.43 1.16
C -2.22 -7.62 1.62
C -1.14 -7.32 2.49
C -1.02 -5.95 2.53
H -2.12 -4.43 1.54
H -3.53 -6.21 0.49
H -2.59 -8.60 1.36
H -0.52 -8.02 3.03
H -0.33 -5.31 3.06

=====

(6)
ORCA calculation (wB97M-V/def2-TZVPD) on an isolated ion of composition C16H23N2S2 and charge +1 at a distorted geometry.

Structure (SMILES): c1ccc(C2([N+]34CCN(CC3)CC4)SCCCS2)cc1
Net charge: +1
E_HOMO (eV): -12.039
Gap between HOMO and LUMO (Ha): 0.345
Multiplicity: 1

Positions of all 43 atoms, in Å:
C 1.62 -1.31 0.25
C 3.11 -1.10 0.47
N 3.46 0.34 0.51
C 3.06 0.98 -0.76
C 1.57 0.82 -1.03
N 0.90 0.09 0.18
C 1.23 0.85 1.45
C 2.74 0.97 1.63
H 1.44 -1.82 -0.71
H 1.14 -1.90 1.02
H 3.45 -1.53 1.42
H 3.72 -1.55 -0.33
H 3.34 2.04 -0.69
H 3.65 0.51 -1.55
H 1.02 1.75 -1.16
H 1.38 0.20 -1.91
H 0.74 1.83 1.37
H 0.76 0.31 2.28
H 3.06 0.46 2.55
H 3.05 2.02 1.66
C -0.94 -2.02 -3.38
C -1.08 -2.66 -2.14
C -1.32 -1.91 -0.97
C -1.28 -0.53 -1.05
C -0.80 0.21 0.21
S -1.26 1.93 0.16
C -2.57 2.19 1.41
C -3.49 1.02 1.59
C -2.78 -0.08 2.38
S -1.18 -0.62 1.73
C -1.41 0.11 -2.28
C -1.15 -0.64 -3.44
H -0.70 -2.61 -4.27
H -0.98 -3.74 -2.06
H -1.47 -2.42 -0.02
H -2.02 2.41 2.33
H -3.14 3.09 1.16
H -4.34 1.32 2.20
H -3.88 0.61 0.67
H -2.52 0.29 3.39
H -3.41 -0.98 2.48
H -1.64 1.18 -2.37
H -1.09 -0.14 -4.41